Entry from OMol25: a 8-piece molecular cluster, C14H44O8 overall at a distorted geometry (ωB97M-V/def2-TZVPD).

CARTESIAN COORDINATES (ANGSTROEM)
C 2.871 1.359 1.022
C 1.443 1.611 1.564
O 1.161 2.912 1.486
H 3.640 1.893 1.569
H 2.958 1.607 -0.061
H 2.975 0.312 1.083
H 1.487 1.307 2.642
H 0.728 1.011 1.067
H 1.221 3.131 0.553
C 0.498 -4.015 1.147
C -0.224 -2.773 1.669
O 0.563 -1.629 1.747
H 0.726 -3.984 0.085
H -0.018 -4.967 1.440
H 1.505 -4.068 1.592
H -0.657 -2.921 2.656
H -1.223 -2.496 1.150
H 1.170 -1.771 2.481
C -1.927 -3.502 -1.656
C -1.549 -4.973 -1.595
O -1.691 -5.409 -2.931
H -2.942 -3.346 -1.962
H -1.182 -3.071 -2.347
H -1.900 -3.014 -0.659
H -2.313 -5.476 -1.002
H -0.673 -5.056 -1.097
H -2.528 -5.063 -3.278
C 2.314 4.975 -1.950
C 1.002 4.322 -1.512
O 1.218 2.877 -1.503
H 2.929 4.967 -1.024
H 2.244 6.070 -2.094
H 2.927 4.696 -2.801
H 0.205 4.599 -2.143
H 0.625 4.722 -0.486
H 0.361 2.469 -1.684
C 2.920 -1.263 -1.654
C 3.187 -2.608 -1.016
O 3.072 -2.321 0.446
H 3.680 -0.607 -1.267
H 1.926 -0.850 -1.497
H 2.972 -1.268 -2.675
H 4.231 -3.009 -1.115
H 2.416 -3.413 -1.230
H 2.190 -1.918 0.628
C -1.837 3.951 0.806
C -3.121 3.018 0.920
O -3.609 2.577 -0.273
H -1.497 4.330 1.698
H -2.049 4.847 0.163
H -0.994 3.448 0.300
H -3.974 3.471 1.423
H -2.815 2.147 1.555
H -4.532 2.850 -0.420
C -0.816 -0.037 -0.938
O -1.091 1.266 -1.411
H -1.366 -0.712 -1.609
H -1.478 -0.291 -0.090
H 0.222 -0.215 -0.674
H -2.005 1.450 -1.149
C -2.584 -0.406 2.682
O -1.399 0.214 2.910
H -2.790 -0.669 1.640
H -3.485 0.242 2.944
H -2.634 -1.318 3.303
H -0.684 -0.215 2.430

Output
Net charge = 0
Structure (SMILES) = CCO.CCO.CCO.CCO.CCO.CCO.CO.CO
Orbital gap = 9.8 eV
Spin multiplicity = 1
Relative energy (zero: lowest compared OMol25 entry of this formula, charge and spin) = 4.120 eV